Record 1
84
Properties=species:S:1:pos:R:3 method="wB97M-V/def2-TZVPD" charge=-2 lumo_ev=3.98 homo_lumo_gap_ha=0.2054 homo_energy_ev=-1.6 de_lowest_kcal_mol=5.1 energy_ev=-87144.0962
Ti -0.5107 -1.5664 1.3785
O 0.7597 -5.9036 5.4187
C 0.3820 -4.9918 4.4735
C -0.6952 -4.1335 4.6821
C -1.0246 -3.2454 3.6777
N -0.3608 -3.2268 2.5339
C 0.7224 -3.9744 2.3558
C 1.1253 -4.8970 3.3011
C 1.5100 -3.5377 1.1189
O 2.5141 -4.1576 0.7871
O 1.0221 -2.4957 0.5741
C -2.0475 -2.1034 3.7851
O -2.8356 -2.1080 4.7299
O -1.9204 -1.2393 2.8677
H 0.2114 -5.7756 6.1990
H -1.2530 -4.1180 5.6108
H 2.0108 -5.4956 3.1451
C -3.6450 -0.2260 -0.7927
C -3.7164 -1.7067 -1.0715
C -4.6672 -2.2338 -1.9261
C -4.7956 -3.6026 -2.1275
C -3.9784 -4.4607 -1.3993
C -2.9996 -3.9811 -0.5521
C -2.1628 -4.9021 0.2893
C -2.7828 -2.5719 -0.4119
N -1.7621 -2.0897 0.2954
H -4.6190 0.1576 -0.4780
H -3.3410 0.3352 -1.6800
H -2.9210 -0.0561 0.0055
H -5.3359 -1.5530 -2.4473
H -5.5223 -3.9999 -2.8270
H -4.1118 -5.5351 -1.5007
H -2.4206 -5.9484 0.1121
H -2.3227 -4.6738 1.3460
H -1.0982 -4.7591 0.0848
C 0.6360 6.7690 -4.9373
C 0.5953 5.6135 -3.9697
C -0.3900 4.6404 -4.0330
C -0.4199 3.5781 -3.1316
C -1.5238 2.5610 -3.2721
C 0.5473 3.4421 -2.1202
Te 0.1823 1.9439 -0.3455
N -0.1412 0.3444 1.3033
C 0.6582 0.2210 2.3200
O 0.8610 -0.9284 2.8659
C 1.3635 1.3843 2.9638
C 2.5615 1.1686 3.6374
C 3.1928 2.2103 4.2984
C 2.6135 3.4719 4.3197
C 1.4116 3.6889 3.6604
C 0.7969 2.6539 2.9725
C 0.9222 0.2914 -1.4656
C 0.0014 -0.5200 -2.1156
C 0.4066 -1.6613 -2.7937
C 1.7455 -2.0048 -2.8132
C 2.6681 -1.2138 -2.1468
C 2.2724 -0.0765 -1.4531
C 3.2918 0.7457 -0.7160
C 1.5398 4.4362 -2.0697
C 2.6458 4.3999 -1.0404
C 1.5584 5.4918 -2.9797
H -0.2321 6.7634 -5.5969
H 1.5361 6.7251 -5.5559
H 0.6527 7.7197 -4.3994
H -1.1599 4.7139 -4.7975
H -2.2584 2.8786 -4.0149
H -2.0147 2.4158 -2.3100
H -1.1107 1.6003 -3.5825
H 2.9774 0.1692 3.6440
H 4.1363 2.0413 4.8058
H 3.0900 4.2798 4.8636
H 0.9524 4.6698 3.6896
H -0.1459 2.8023 2.4639
H -1.0442 -0.2480 -2.1133
H -0.3318 -2.2818 -3.2876
H 2.0730 -2.9052 -3.3185
H 3.7131 -1.5025 -2.1399
H 4.2701 0.2621 -0.7173
H 2.9835 0.8940 0.3206
H 3.3775 1.7253 -1.1854
H 2.3004 3.9182 -0.1273
H 2.9931 5.4089 -0.8091
H 3.4976 3.8303 -1.4181
H 2.3400 6.2454 -2.9098


Record 2
88
Properties=species:S:1:pos:R:3 method="wB97M-V/def2-TZVPD" charge=-2 lumo_ev=3.68 homo_lumo_gap_ha=0.2036 homo_energy_ev=-1.9 energy_ev=-148377.0344
Rb 0.4567 -0.0695 -1.0737
C -2.9632 -2.4127 -1.3279
C -1.5518 -2.7091 -0.9068
N -1.2282 -2.3929 0.2919
N 0.1340 -2.5663 0.5755
C 0.4326 -2.6465 1.8299
S -0.5050 -2.7308 3.2557
S 2.1927 -2.7278 2.1838
C 2.9393 -2.9706 0.5537
C 3.1531 -4.4083 0.1519
C 2.2620 -5.4078 0.5334
C 2.4483 -6.7160 0.1157
C 3.5267 -7.0519 -0.6910
C 4.4193 -6.0637 -1.0789
C 4.2314 -4.7550 -0.6580
C -0.6621 -3.3273 -1.9227
C -0.2096 -4.6284 -1.7660
C 0.5960 -5.2407 -2.7183
C 0.9566 -4.5089 -3.8482
C 0.5290 -3.2075 -4.0253
C -0.2951 -2.5494 -3.0677
O -0.6411 -1.3152 -3.1846
H -3.5248 -2.0016 -0.4878
H -2.9431 -1.7075 -2.1623
H -3.4577 -3.3214 -1.6841
H 2.2625 -2.5160 -0.1728
H 3.8804 -2.4204 0.5133
H 1.4221 -5.1432 1.1638
H 1.7392 -7.4788 0.4160
H 3.6672 -8.0757 -1.0182
H 5.2647 -6.3083 -1.7121
H 4.9264 -3.9811 -0.9662
H -0.4797 -5.1624 -0.8601
H 0.9665 -6.2465 -2.5631
H 1.6011 -4.9621 -4.5967
H 0.8307 -2.6302 -4.8929
Br 6.9574 4.1260 2.5306
C 5.5801 3.1303 1.6641
C 5.6973 1.7375 1.5567
C 4.7449 1.0038 0.9059
C 3.5910 1.6106 0.2909
O 2.7861 0.9969 -0.4392
C 3.4534 3.0383 0.5334
C 2.2804 3.7756 0.1474
N 1.1305 3.2829 -0.1425
C 0.0883 4.1596 -0.3850
C -0.1125 5.3314 0.3170
C -1.2203 6.1627 0.0540
C -2.1472 5.8290 -0.8882
C -2.0195 4.6039 -1.5911
C -2.9913 4.1497 -2.5117
C -2.8586 2.9173 -3.0799
C -1.7419 2.1272 -2.7257
N -0.8048 2.5352 -1.9111
C -0.9157 3.7581 -1.3369
C 4.4723 3.7647 1.1622
H 6.5579 1.2438 1.9931
H 4.8421 -0.0711 0.8185
H 2.4136 4.8697 0.1266
H 0.5719 5.5960 1.1123
H -1.3352 7.0733 0.6305
H -3.0046 6.4620 -1.0864
H -3.8434 4.7850 -2.7275
H -3.5952 2.5219 -3.7665
H -1.6555 1.1057 -3.0896
H 4.3596 4.8391 1.2683
C -3.0297 1.5570 0.4374
N -1.9470 1.0981 1.3048
C -1.5020 2.2232 2.1227
N -2.5987 2.7837 2.9319
C -3.6642 3.2003 2.0164
N -4.1741 2.0950 1.1952
C -4.6488 1.0410 2.0963
N -3.6098 0.5677 2.9991
C -2.4880 0.0584 2.1955
C -3.1256 1.7061 3.7757
H -3.3681 0.7255 -0.1857
H -2.6611 2.3584 -0.2003
H -1.1031 3.0064 1.4780
H -0.7070 1.8842 2.7897
H -3.2770 3.9807 1.3548
H -4.4910 3.6127 2.6042
H -5.0036 0.2011 1.4936
H -5.4876 1.4317 2.6831
H -2.7938 -0.8028 1.5996
H -1.6987 -0.2992 2.8571
H -2.3323 1.3610 4.4418
H -3.9473 2.1054 4.3797


Record 3
88
Properties=species:S:1:pos:R:3 method="wB97M-V/def2-TZVPD" lumo_ev="0.23 / -0.54" homo_lumo_gap_ha="0.2676 / 0.2384" multiplicity=3 s2=2.0090 homo_energy_ev="-7.0 / -7.0" de_lowest_kcal_mol=0.0 energy_ev=-113031.7281
Pd -17.1292 -7.7689 14.1002
Cl -10.3789 -5.7594 14.9036
C -12.1211 -5.7844 14.6084
C -12.8249 -4.6517 14.2116
C -14.2055 -4.5995 13.9764
I -15.2940 -2.8771 13.4693
C -14.9796 -5.7656 14.0982
O -16.2040 -5.7828 13.8414
C -14.2990 -6.9098 14.5929
N -15.1399 -7.9705 14.8705
C -14.6880 -8.9748 15.6222
C -13.3382 -8.9376 16.0774
C -12.4523 -7.9920 15.6810
C -12.9039 -6.9062 14.9145
H -12.1959 -3.7180 14.0090
H -15.3586 -9.7302 15.9651
H -12.9787 -9.6438 16.8502
H -11.4667 -8.0015 16.1084
O -19.0322 -7.0239 12.7764
P -19.2182 -7.6438 11.4494
C -18.7734 -9.4161 11.2617
P -17.0044 -9.6602 11.3964
O -16.3117 -8.5314 12.0378
C -16.5090 -11.2410 12.0924
C -15.5794 -11.2523 13.0448
C -15.1586 -12.3906 13.6499
C -15.6608 -13.6324 13.1752
C -16.6520 -13.6644 12.2050
C -17.1029 -12.4422 11.7178
C -16.5522 -9.6718 9.6498
C -17.2341 -10.5377 8.7594
C -16.9930 -10.4337 7.3906
C -16.3076 -9.3377 6.9655
C -15.7026 -8.4289 7.8330
C -15.8005 -8.6159 9.2128
C -20.9633 -7.8528 11.1063
C -21.8736 -7.0468 11.7512
C -23.2494 -7.2106 11.6294
C -23.7008 -8.1459 10.6918
C -22.8052 -8.8823 9.9538
C -21.4345 -8.8193 10.2489
C -18.5536 -6.7099 10.0813
C -17.4072 -5.9585 10.2899
C -16.7103 -5.3688 9.2095
C -17.2192 -5.5221 7.9501
C -18.3426 -6.3024 7.7064
C -19.0384 -6.8267 8.7701
H -19.0309 -9.8381 10.2755
H -19.2804 -9.8819 12.1597
H -15.0440 -10.3581 13.3282
H -14.4204 -12.2980 14.4087
H -15.3223 -14.5809 13.6745
H -17.0197 -14.5999 11.8894
H -17.9293 -12.4693 11.0576
H -17.9410 -11.2765 9.1216
H -17.4121 -11.1396 6.7215
H -16.2202 -9.1149 5.8931
H -15.2095 -7.5182 7.4740
H -15.2583 -8.0338 9.9770
H -21.5263 -6.3070 12.4607
H -23.9235 -6.6695 12.2208
H -24.8020 -8.1906 10.5866
H -23.1892 -9.5270 9.2113
H -20.7720 -9.4689 9.6743
H -17.0130 -5.7880 11.2681
H -15.8525 -4.7690 9.4892
H -16.6828 -5.1605 7.1001
H -18.7259 -6.5046 6.7174
H -19.9969 -7.3192 8.6302
C -18.7106 -13.2775 17.0630
C -18.8823 -12.2982 15.9033
O -18.5402 -11.0143 16.3508
P -19.0017 -9.7602 15.4590
O -18.3873 -9.8334 14.0260
Te -18.6575 -7.6659 16.4621
O -20.5272 -10.2378 15.2707
C -21.3737 -9.4379 14.4222
C -22.3579 -10.4204 13.8431
H -18.7236 -14.2941 16.7176
H -19.4711 -13.1360 17.7758
H -17.6624 -13.0706 17.4318
H -19.9149 -12.2897 15.6400
H -18.2932 -12.5116 15.0023
H -20.8209 -8.8792 13.6691
H -21.9324 -8.7408 15.0495
H -21.7794 -11.3567 13.5108
H -22.8948 -10.0277 13.0082
H -23.0851 -10.7836 14.5500